Version i
14
Properties=species:S:1:pos:R:3:mulliken_charge:R:1 method="wB97M-V/def2-TZVPD" lumo_energy_ev=0.80 e_homo_ev=-10.08 smiles="C=N.O.O.O"
O -0.7772 -2.2545 0.8394 -0.587
H -0.5401 -2.6306 1.6341 0.299
H -0.4893 -2.7116 0.1540 0.340
C -0.1654 3.4783 0.8324 -0.199
H 0.0745 3.9197 -0.1319 0.214
H -0.3577 4.2846 1.6033 0.236
H 1.3195 0.6441 0.1716 0.319
H -0.5167 1.6646 1.7641 0.183
O 1.1927 0.2892 -0.7120 -0.639
N -0.2904 2.1789 0.9820 -0.436
O 0.0219 -2.7080 -1.6390 -0.701
H -0.5783 -3.0352 -2.2871 0.308
H 0.0896 -1.7630 -1.5973 0.336
H 0.5238 0.8921 -1.0870 0.327

Version ii
14
Properties=species:S:1:pos:R:3:mulliken_charge:R:1 method="wB97M-V/def2-TZVPD" lumo_energy_ev=0.45 e_homo_ev=-10.28 smiles="C=N.O.O.O"
H -1.6973 0.0095 -0.1045 0.339
H 3.6395 -1.7774 -0.9609 0.215
H 0.9679 -1.3632 -1.6512 0.230
N 1.5631 -1.6538 -0.8739 -0.398
H 0.6246 -0.8453 1.5557 0.320
O 0.3197 0.0103 1.2258 -0.691
O -2.3189 0.0272 -0.8449 -0.660
H -1.8388 3.1536 2.5604 0.323
H 0.9885 0.0902 0.5274 0.371
H 2.7349 -2.5683 -2.3349 0.227
H -2.2250 0.9179 -1.1970 0.313
O -2.5831 3.3966 2.0064 -0.641
C 2.6657 -2.0404 -1.3760 -0.268
H -2.8406 2.6432 1.4675 0.321

Decreasing stability: version ii, version i

Version i
17
Properties=species:S:1:pos:R:3:mulliken_charge:R:1 method="wB97M-V/def2-TZVPD" lumo_energy_ev="-4.97 / -4.97" total_charge=+1 e_homo_ev="-13.60 / -13.60"
H -0.1587 0.8954 0.2312 0.265
H -1.3807 -0.3496 3.3159 0.253
H -0.8866 -2.3914 2.4592 0.334
C -0.2275 -1.8324 0.5653 -0.640
H -0.0124 3.3213 -2.0709 0.266
H -1.0213 0.5120 1.8784 0.126
O 0.6697 -1.6826 -1.5308 -0.423
H 1.1319 3.4094 -0.9138 0.254
C -0.7283 -1.5286 1.8171 0.184
N 0.2411 0.3312 -0.5071 -0.064
H -0.1161 -2.8871 0.3520 0.362
N 0.2153 3.0217 -1.1276 -0.658
N -1.0380 -0.3749 2.3655 -0.253
C 0.7613 1.0236 -1.5427 0.406
O 1.3048 0.6993 -2.5385 -0.412
C 0.2199 -1.0459 -0.4969 0.600
H 1.0257 -1.1212 -2.2563 0.402

Version ii
17
Properties=species:S:1:pos:R:3:mulliken_charge:R:1 method="wB97M-V/def2-TZVPD" lumo_energy_ev="-4.92 / -4.92" total_charge=+1 e_homo_ev="-12.97 / -12.97" smiles="C=NCC[NH+]=C=[N+]([O-])O"
H -0.2938 -1.6840 1.5072 0.316
N 3.2445 -0.0003 0.0371 0.594
H 0.4774 2.7350 0.7919 0.303
H -0.5614 -2.4953 -0.0808 0.352
C 2.1050 -0.5987 0.1200 0.355
N 1.4171 -1.6626 0.1082 -0.139
C -0.2267 2.0224 0.4452 -0.328
C -0.6923 -0.3880 -0.0614 -0.446
H 3.9104 0.5707 -1.5519 0.313
O 3.1311 0.8094 -1.2261 -0.336
H 1.7450 -2.6146 -0.4082 0.390
N 0.0656 0.8230 0.1504 -0.195
H -0.7787 -0.1984 -1.2039 0.334
C -0.0618 -1.6306 0.3925 -0.576
H -1.7237 -0.4230 0.5446 0.318
H -1.3474 2.3971 0.3304 0.221
O 4.1650 0.0245 0.8430 -0.476

Version iii
17
Properties=species:S:1:pos:R:3:mulliken_charge:R:1 method="wB97M-V/def2-TZVPD" lumo_energy_ev=-5.47 total_charge=+1 e_homo_ev=-14.91
O 1.0899 -1.9145 2.0794 -0.555
H 0.6079 -0.3936 -1.9090 0.380
H 2.0469 0.7857 -1.5110 0.326
N 1.2360 -0.5523 -0.1163 -0.126
H -0.5707 1.5635 -1.7398 0.395
H 1.7194 -1.4598 -0.0077 0.294
C -0.6734 0.7814 0.3134 0.345
H -2.0826 -0.2369 -0.9179 0.235
C 1.1025 0.3283 -1.2912 -0.517
N -1.4634 -0.2997 -0.0882 -0.503
H -0.9957 1.4242 1.1644 0.402
H 0.4726 2.3779 -0.6906 0.333
H -1.9535 -0.7753 0.7036 0.244
C 0.0385 1.3406 -0.8908 -0.939
O -0.9598 -1.3382 2.3193 -0.569
N 0.1099 -1.2833 1.8548 1.072
C 0.2755 -0.3482 0.7277 0.185

Version iv
17
Properties=species:S:1:pos:R:3:mulliken_charge:R:1 method="wB97M-V/def2-TZVPD" lumo_energy_ev="-7.80 / -7.80" total_charge=+1 e_homo_ev="-14.31 / -14.31"
C 1.0856 -0.1581 -0.2951 0.045
N -0.6853 -2.4029 -0.3394 -0.263
C -1.2671 0.0309 -0.3361 -0.627
O 3.1077 -0.2225 -1.2950 -0.477
H -0.6347 2.4871 0.8747 0.297
C -1.4005 -1.3873 0.2934 -0.354
H 1.1988 2.3564 0.6315 0.343
H 0.1614 2.4460 -0.7644 0.421
H -0.1445 -2.8838 0.3579 0.330
C 0.2207 1.9996 0.2109 -0.885
H -2.0114 0.5997 0.0536 0.437
H -1.3776 0.1585 -1.3405 0.396
O 2.8766 -0.2836 0.8567 -0.458
N 2.4986 -0.1991 -0.2672 0.915
H -2.4056 -1.6857 -0.0367 0.332
N 0.0921 0.5443 -0.0532 0.189
H -1.3148 -1.3995 1.4488 0.359

Decreasing stability: version i, version iii, version ii, version iv

Version i
15
Properties=species:S:1:pos:R:3:mulliken_spin:R:1 method="wB97M-V/def2-TZVPD" lumo_energy_ev="-3.51 / -8.70" spin_multiplicity=2 total_charge=+1 e_homo_ev="-14.78 / -14.76"
C -0.7467 -0.5945 -0.5420 0.014
H -1.4838 -0.1225 0.2467 0.053
H -2.2566 -1.8755 -1.4786 -0.001
H 0.4411 -0.5956 1.8164 -0.003
H 1.4664 1.9339 0.3044 0.007
H 2.2826 0.4014 0.1298 0.068
C 0.6514 0.4905 1.6768 0.061
O -0.8384 -1.3753 -2.8272 0.005
H -0.2029 1.3141 -1.2430 -0.009
N 0.3156 0.4914 -0.8772 0.787
H -0.2564 1.0019 1.5357 0.002
C 1.2203 0.8758 0.2630 0.011
C -1.2989 -1.3405 -1.7375 -0.004
H 1.0603 0.7634 2.6231 0.003
H -0.3540 -1.3684 0.1098 0.007

Version ii
15
Properties=species:S:1:pos:R:3:mulliken_spin:R:1 method="wB97M-V/def2-TZVPD" lumo_energy_ev="-5.33 / -6.29" spin_multiplicity=2 total_charge=+1 e_homo_ev="-13.17 / -15.03"
O -1.5624 -0.6869 2.4332 0.000
H -0.9443 -0.0686 -0.2660 0.022
C -0.5223 -0.5086 -2.6127 0.328
H -1.5683 -0.4545 -2.4308 0.016
H -0.2676 -0.8744 -3.6946 0.009
H 1.5110 -0.7576 -1.8997 0.004
C 0.4493 -0.4416 -1.6352 -0.049
C 0.6048 1.0528 0.4331 0.155
H -1.8033 -0.2790 3.3364 0.001
H 2.4007 1.4366 1.0892 0.018
H 1.7637 -0.1372 1.4017 -0.002
C 0.0306 0.2306 -0.4786 0.377
H 0.2334 2.1892 0.4696 0.055
H -1.9495 -1.5760 2.5160 0.001
N 1.6240 0.8752 1.3385 0.067

Version iii
15
Properties=species:S:1:pos:R:3:mulliken_spin:R:1 method="wB97M-V/def2-TZVPD" lumo_energy_ev="-4.35 / -7.77" spin_multiplicity=2 total_charge=+1 e_homo_ev="-13.19 / -13.19"
H -1.4425 2.3464 -0.0292 -0.006
H -0.6274 -0.5520 -0.5049 0.003
H 2.3394 1.5068 1.5903 0.025
C -0.3461 -2.7578 -1.0689 -0.002
O 0.2112 -0.7773 -2.2385 0.000
H 0.0499 -3.1033 -0.1157 0.000
N -0.8007 2.2303 0.7639 0.296
C 1.2593 1.4431 1.5610 0.519
H -1.2975 1.8513 1.5704 -0.007
H -1.4012 -3.0374 -0.9821 0.000
C 0.4662 2.0151 0.5530 0.134
H 0.9339 2.3934 -0.3535 0.011
H 0.7397 0.9739 2.3900 0.030
H 0.1676 -3.2458 -1.8902 0.000
C -0.2519 -1.2868 -1.2457 -0.004

Decreasing stability: version iii, version ii, version i

Version i
13
Properties=species:S:1:pos:R:3:mulliken_charge:R:1 method="wB97M-V/def2-TZVPD" lumo_energy_ev=-9.74 total_charge=+1 e_homo_ev=-15.43
C -1.2027 1.2551 0.1049 -0.354
N 1.3550 -0.4696 0.2357 -0.229
C 0.5530 -0.2589 -0.9206 -0.289
C -0.1543 1.0872 -0.7227 -0.135
H -1.7176 2.2094 0.1378 0.300
H 0.7111 -0.8302 1.0091 0.340
H 2.1742 -1.0695 0.1062 0.329
H -0.1602 -1.0866 -1.0338 0.320
O -0.6598 -1.2001 1.2715 -0.562
H -0.9081 -1.7292 2.0483 0.276
H 1.1926 -0.2757 -1.8078 0.427
H 0.2848 1.9570 -1.1975 0.346
H -1.4679 0.4113 0.7689 0.233

Version ii
13
Properties=species:S:1:pos:R:3:mulliken_charge:R:1 method="wB97M-V/def2-TZVPD" lumo_energy_ev=-3.90 total_charge=+1 e_homo_ev=-15.54 smiles="C=C[NH2+]CO"
H 1.0205 0.2049 -0.7795 0.445
H -1.3918 -1.0827 0.3314 0.272
H -1.1449 1.1318 1.0159 0.331
H -0.6400 1.8254 -0.5640 0.378
O 0.7010 2.0785 1.0031 -0.504
C -0.0385 -2.1338 -0.9110 -0.735
N 0.3785 0.0689 0.0116 -0.299
H 1.1730 -0.1390 0.9386 0.465
H 0.9196 -2.1549 -1.4045 0.256
H -0.6553 -3.0056 -1.0299 0.267
C -0.4464 -1.1110 -0.1881 0.141
H 0.4105 2.9731 1.2163 0.342
C -0.2861 1.3444 0.3603 -0.359

Version iii
13
Properties=species:S:1:pos:R:3:mulliken_charge:R:1 method="wB97M-V/def2-TZVPD" lumo_energy_ev=-7.16 total_charge=+1 e_homo_ev=-13.23
H -1.8269 2.2825 0.0854 0.287
N -0.7988 0.8149 1.1546 -0.164
H 1.7862 -2.0138 -0.9387 0.358
H -0.2380 2.8374 0.7969 0.295
C -0.9381 2.0070 0.6642 -0.052
H -1.1071 -1.1587 -0.4236 0.285
O 1.6051 -0.1081 -0.2215 -0.599
H 0.0375 0.2588 0.8941 0.295
C -0.2423 -1.6129 -0.8657 -0.808
H -1.2962 0.3098 1.8871 0.318
H -0.3748 -2.3595 -1.6348 0.236
H 2.3671 0.0485 -0.7794 0.369
C 1.0264 -1.3059 -0.6186 0.180

Decreasing stability: version ii, version iii, version i